one:
The following is a quantum chemistry calculation of an isolated ion of composition C5H11N4 and charge +1, from the OMol25 dataset.

Results
HOMO-LUMO gap (spin up / spin down) = 7.7 / 7.7 eV
E_HOMO (spin up / spin down) = -12.00 / -11.99 eV

The geometry in ORCA input format:
```
! RIJCOSX wB97M-V def2-TZVPD def2/J DEFGRID3
* xyz 1 1
C -2.67 0.95 0.00
C -0.56 0.21 -0.05
C 1.37 -0.05 -1.39
C 1.03 -1.37 0.62
C 1.50 1.01 0.78
N -1.36 1.15 -0.02
N -2.32 -1.34 -0.01
N -3.06 -0.36 0.01
N 0.83 -0.04 -0.01
H -3.37 1.76 0.00
H 0.77 -0.72 -2.01
H 1.33 0.95 -1.81
H 2.40 -0.40 -1.39
H 2.09 -1.60 0.65
H 0.63 -1.37 1.63
H 0.50 -2.13 0.05
H 1.13 1.00 1.81
H 2.58 0.85 0.78
H 1.28 1.99 0.35
H -4.09 -0.49 0.03
*
```


two:
The following is a quantum chemistry calculation of an isolated ion of composition C5H11N4 and charge +1, from the OMol25 dataset.

Results
HOMO-LUMO gap = 9.6 eV
SMILES = [H]/N=C(N)/C=C\NC(C)=[NH2+]
E_HOMO = -13.26 eV

The geometry in ORCA input format:
```
! RIJCOSX wB97M-V def2-TZVPD def2/J DEFGRID3
* xyz 1 1
C 0.13 -1.68 0.97
C -1.18 -1.34 0.73
C 1.17 -0.76 0.98
C -0.72 0.66 -0.75
C -0.93 2.09 -0.97
N -1.53 -0.06 0.11
N 1.10 0.35 0.34
N 2.28 -1.10 1.66
N -0.36 -0.03 -1.92
H 0.42 -2.55 1.50
H -1.98 -1.95 0.79
H -0.56 2.46 -1.92
H -0.76 2.89 -0.20
H -2.06 2.29 -1.17
H -2.29 0.43 0.57
H 1.86 0.97 0.16
H 2.51 -2.00 2.17
H 3.04 -0.32 1.55
H 0.11 0.65 -2.50
H -0.24 -1.01 -2.09
*
```


Which of them is the least stable? Correct choice: one.


one:
The following is a quantum chemistry calculation of an isolated molecule of C22H25N3O5S, from the OMol25 dataset.

Results
HOMO-LUMO gap = 8.8 eV
SMILES = CCCCOc1ccc(C(=O)Nc2ccc(S(=O)(=O)Nc3onc(C)c3C)cc2)cc1
E_HOMO = -8.62 eV

The geometry in ORCA input format:
```
! RIJCOSX wB97M-V def2-TZVPD def2/J DEFGRID3
* xyz 0 1
C -3.46 3.22 0.79
C -2.29 3.97 0.17
C -1.64 3.15 -0.93
C -0.44 3.87 -1.55
O 0.19 3.12 -2.57
C 1.10 2.18 -2.26
C 1.76 1.59 -3.35
C 2.76 0.67 -3.16
C 3.12 0.28 -1.87
C 2.46 0.85 -0.78
C 1.46 1.78 -0.97
H 0.97 2.19 -0.10
H 2.74 0.58 0.23
C 4.30 -0.60 -1.70
O 5.27 -0.55 -2.44
N 4.34 -1.42 -0.59
C 3.31 -1.96 0.16
C 3.58 -2.33 1.49
C 2.57 -2.85 2.27
C 1.31 -3.04 1.73
C 1.05 -2.73 0.41
C 2.04 -2.18 -0.38
H 1.85 -1.92 -1.41
H 0.07 -2.93 0.00
S -0.01 -3.60 2.78
O -0.93 -4.41 2.04
O 0.50 -4.06 4.03
N -0.81 -2.13 3.13
C -1.26 -1.41 2.05
C -2.31 -1.64 1.19
C -2.19 -0.58 0.25
N -1.17 0.19 0.54
O -0.58 -0.31 1.66
C -3.07 -0.34 -0.92
H -2.63 0.40 -1.58
H -4.04 0.03 -0.58
H -3.23 -1.27 -1.46
C -3.35 -2.70 1.23
H -3.12 -3.41 2.02
H -4.33 -2.26 1.40
H -3.37 -3.23 0.28
H -0.25 -1.58 3.77
H 2.74 -3.13 3.30
H 4.57 -2.19 1.89
H 5.28 -1.76 -0.38
H 3.29 0.25 -4.00
H 1.47 1.90 -4.34
H 0.29 4.15 -0.77
H -0.77 4.79 -2.05
H -2.36 2.95 -1.72
H -1.32 2.19 -0.52
H -2.64 4.93 -0.24
H -1.55 4.19 0.94
H -3.12 2.28 1.21
H -3.91 3.81 1.59
H -4.22 3.02 0.05
*
```


two:
The following is a quantum chemistry calculation of an isolated molecule of C22H25N3O5S, from the OMol25 dataset.

Results
HOMO-LUMO gap = 9.2 eV
SMILES = COC(=O)c1ccc(N(CC(=O)NC2CCCC2)C(=O)CNC(=O)c2cccs2)cc1
E_HOMO = -8.97 eV

The geometry in ORCA input format:
```
! RIJCOSX wB97M-V def2-TZVPD def2/J DEFGRID3
* xyz 0 1
C 2.87 -4.07 -4.42
H 3.70 -4.50 -3.86
H 2.09 -4.81 -4.58
H 3.22 -3.71 -5.39
O 2.38 -2.99 -3.63
C 1.24 -2.43 -4.06
O 0.65 -2.81 -5.04
C 0.79 -1.33 -3.18
C -0.46 -0.77 -3.40
C -0.95 0.21 -2.56
C -0.19 0.61 -1.46
C 1.09 0.10 -1.27
C 1.57 -0.87 -2.12
H 2.56 -1.29 -1.96
H 1.69 0.46 -0.45
N -0.69 1.59 -0.57
C -1.81 1.46 0.19
O -2.22 2.37 0.88
C -2.52 0.11 0.21
N -1.65 -1.03 0.14
C -1.83 -2.00 -0.79
O -2.77 -1.99 -1.56
C -0.80 -3.04 -0.85
C -0.75 -4.05 -1.77
C 0.39 -4.87 -1.63
C 1.20 -4.47 -0.61
S 0.58 -3.10 0.21
H 2.12 -4.90 -0.28
H 0.60 -5.71 -2.26
H -1.51 -4.18 -2.52
H -0.88 -1.09 0.79
H -3.20 0.03 -0.64
H -3.12 0.10 1.13
C 0.10 2.81 -0.42
H -0.58 3.66 -0.40
H 0.77 2.89 -1.27
C 0.92 2.75 0.88
O 2.08 2.36 0.89
N 0.23 3.14 1.96
H -0.76 3.30 1.85
C 0.73 3.02 3.31
H 1.82 2.91 3.23
C 0.08 1.81 4.01
H 0.70 1.50 4.85
C -1.24 2.38 4.52
C -0.85 3.75 5.05
C 0.30 4.23 4.15
H -0.02 5.04 3.49
H 1.14 4.61 4.74
H -0.50 3.66 6.08
H -1.69 4.45 5.05
H -1.94 2.48 3.69
H -1.70 1.75 5.28
H -0.04 0.97 3.33
H -1.92 0.64 -2.73
H -1.04 -1.11 -4.24
*
```


Which of them is the least stable? Correct choice: one.


one:
The following is a quantum chemistry calculation of an isolated molecule of C26H29N3O7S2, from the OMol25 dataset.

Results
HOMO-LUMO gap = 7.9 eV
SMILES = COc1ccc(NS(=O)(=O)c2ccc(O)c(NC(=O)c3ccc(S(=O)(=O)N4CCCCCC4)cc3)c2)cc1
E_HOMO = -7.84 eV

The geometry in ORCA input format:
```
! RIJCOSX wB97M-V def2-TZVPD def2/J DEFGRID3
* xyz 0 1
C 5.31 4.33 0.41
H 6.36 4.62 0.39
O 5.26 3.15 1.17
C 4.04 2.57 1.38
C 2.84 3.03 0.87
C 1.66 2.36 1.14
C 1.66 1.22 1.93
C 2.87 0.76 2.46
C 4.04 1.43 2.18
H 4.98 1.09 2.59
H 2.87 -0.11 3.09
N 0.48 0.52 2.15
S 0.28 -0.64 3.32
O 0.85 -0.27 4.58
O -1.12 -0.98 3.28
C 1.14 -2.08 2.68
C 1.24 -3.18 3.50
C 1.72 -4.37 2.98
C 2.03 -4.47 1.63
C 1.90 -3.35 0.79
C 1.50 -2.14 1.35
H 1.48 -1.24 0.76
N 2.17 -3.54 -0.57
C 1.69 -2.91 -1.68
O 2.04 -3.27 -2.79
C 0.74 -1.77 -1.46
C 1.09 -0.52 -1.96
C 0.29 0.58 -1.68
C -0.83 0.41 -0.90
C -1.22 -0.83 -0.43
C -0.44 -1.94 -0.74
H -0.73 -2.91 -0.38
H -2.08 -0.93 0.21
S -1.74 1.88 -0.38
O -1.86 1.77 1.05
O -1.06 3.02 -0.92
N -3.24 1.83 -1.03
C -3.42 2.33 -2.37
H -2.74 3.18 -2.47
C -3.08 1.28 -3.44
H -2.09 0.87 -3.22
C -4.10 0.15 -3.53
H -3.75 -0.56 -4.29
C -4.32 -0.60 -2.22
C -5.13 0.19 -1.19
H -5.63 -0.49 -0.51
C -4.31 1.17 -0.33
H -4.99 1.92 0.09
H -3.85 0.65 0.51
H -5.91 0.75 -1.72
H -3.35 -0.89 -1.80
H -4.86 -1.52 -2.44
H -5.06 0.55 -3.87
H -3.02 1.79 -4.40
H -4.45 2.68 -2.48
H 0.55 1.56 -2.03
H 1.99 -0.42 -2.54
H 2.71 -4.37 -0.77
O 2.46 -5.63 1.06
H 2.54 -6.32 1.73
H 1.84 -5.24 3.61
H 0.94 -3.10 4.53
H -0.39 0.98 1.88
H 0.73 2.73 0.74
H 2.79 3.92 0.25
H 4.97 4.16 -0.62
H 4.72 5.13 0.86
*
```


two:
The following is a quantum chemistry calculation of an isolated molecule of C26H29N3O7S2, from the OMol25 dataset.

Results
HOMO-LUMO gap = 8.0 eV
SMILES = COc1ccc(NS(=O)(=O)c2ccc(C)c(NC(=O)c3ccc(C)c(S(=O)(=O)N4CCOCC4)c3)c2)cc1
E_HOMO = -7.97 eV

The geometry in ORCA input format:
```
! RIJCOSX wB97M-V def2-TZVPD def2/J DEFGRID3
* xyz 0 1
C 7.08 1.68 -0.02
H 7.07 1.77 1.07
O 6.80 0.37 -0.44
C 5.60 -0.18 -0.10
C 5.39 -1.49 -0.53
C 4.21 -2.15 -0.24
C 3.22 -1.50 0.50
C 3.42 -0.20 0.92
C 4.61 0.46 0.63
H 4.74 1.47 0.98
H 2.65 0.31 1.48
N 2.03 -2.18 0.82
S 1.32 -3.04 -0.44
O 1.35 -2.27 -1.65
O 1.89 -4.36 -0.50
C -0.39 -3.12 0.10
C -0.72 -3.33 1.42
C -2.05 -3.21 1.81
C -3.04 -2.85 0.89
C -2.68 -2.67 -0.44
C -1.35 -2.83 -0.84
H -1.06 -2.67 -1.86
N -3.64 -2.27 -1.41
C -4.23 -1.05 -1.54
O -5.10 -0.87 -2.37
C -3.77 0.04 -0.63
C -2.44 0.18 -0.26
C -2.05 1.22 0.57
C -2.95 2.18 1.01
C -4.27 2.05 0.59
C -4.68 1.00 -0.21
H -5.71 0.91 -0.52
H -4.99 2.79 0.91
C -2.55 3.34 1.87
H -1.70 3.08 2.50
H -2.27 4.18 1.24
H -3.39 3.65 2.50
S -0.31 1.06 1.06
O -0.06 1.81 2.26
O -0.06 -0.36 1.10
N 0.68 1.69 -0.09
C 0.92 0.99 -1.33
H 0.79 -0.08 -1.17
C 0.01 1.50 -2.45
O 0.10 2.91 -2.58
C -0.24 3.56 -1.38
C 0.69 3.13 -0.24
H 0.39 3.56 0.71
H 1.71 3.44 -0.48
H -0.15 4.63 -1.58
H -1.29 3.33 -1.11
H 0.31 1.09 -3.41
H -1.04 1.22 -2.25
H 1.97 1.17 -1.61
H -1.68 -0.50 -0.58
H -3.88 -2.94 -2.12
C -4.45 -2.64 1.35
H -5.16 -2.90 0.56
H -4.60 -1.59 1.60
H -4.66 -3.24 2.23
H -2.32 -3.36 2.84
H 0.05 -3.56 2.14
H 1.34 -1.55 1.21
H 4.04 -3.16 -0.57
H 6.16 -1.97 -1.10
H 8.08 1.91 -0.39
H 6.37 2.40 -0.44
*
```


Which of them is the least stable? Correct choice: two.


one:
The following is a quantum chemistry calculation of a 2-piece molecular cluster, C2H7N2O overall, from the OMol25 dataset.

Results
HOMO-LUMO gap = 5.6 eV
E_HOMO = -1.28 eV

The geometry in ORCA input format:
```
! RIJCOSX wB97M-V def2-TZVPD def2/J DEFGRID3
* xyz -1 1
C 0.26 -0.87 1.91
O 1.20 -0.07 1.29
H 0.59 -1.02 2.95
H 0.07 -1.83 1.38
H -0.72 -0.34 2.00
N -0.23 -0.14 -2.32
C -0.11 0.57 -1.13
N -0.27 1.84 -1.04
H -0.24 -1.14 -2.41
H -0.83 0.36 -2.99
H 0.82 0.43 0.49
H -0.53 2.21 -0.14
*
```


two:
The following is a quantum chemistry calculation of a 2-piece molecular cluster, C2H7N2O overall, from the OMol25 dataset.

Results
HOMO-LUMO gap = 5.6 eV
E_HOMO = -1.65 eV

The geometry in ORCA input format:
```
! RIJCOSX wB97M-V def2-TZVPD def2/J DEFGRID3
* xyz -1 1
C 1.37 -1.11 1.10
O 0.08 -0.48 1.45
H 1.27 -2.15 1.06
H 2.17 -0.89 1.84
H 1.82 -0.84 0.00
N -0.13 1.26 -1.45
C -1.07 1.12 -0.42
N -2.29 0.93 -0.89
H 0.83 0.91 -1.32
H -0.48 0.93 -2.37
H -0.79 -0.04 1.19
H -2.79 0.37 -0.17
*
```


Which of them is the least stable? Correct choice: two.


one:
The following is a quantum chemistry calculation of C11H39CrN15O8 as an isolated structure, from the OMol25 dataset.

Results
HOMO-LUMO gap (spin up / spin down) = 7.5 / 9.2 eV
E_HOMO (spin up / spin down) = -17.01 / -16.99 eV

The geometry in ORCA input format:
```
! RIJCOSX wB97M-V def2-TZVPD def2/J DEFGRID3
* xyz 3 4
Cr -0.27 0.15 0.11
C -4.52 0.44 1.16
C -3.08 0.82 0.99
C -2.57 1.40 2.33
O -1.32 1.86 1.91
C -0.86 3.05 2.66
N -2.29 -0.39 0.60
H -4.98 -0.06 0.31
H -5.16 1.27 1.45
H -4.56 -0.29 1.97
H -2.91 1.41 0.09
H -2.42 0.71 3.15
H -3.27 2.10 2.80
H -1.58 3.86 2.76
H 0.05 3.39 2.17
H -0.55 2.83 3.68
H -2.61 -1.13 1.21
H -2.73 -0.86 -0.18
C 0.26 -0.89 3.31
O -0.15 -0.60 2.13
N 1.35 -1.56 3.62
N -0.27 -0.48 4.38
H 1.94 -1.97 2.91
H 1.48 -1.81 4.59
H -1.28 -0.44 4.29
H 0.10 -0.66 5.30
C -0.33 -3.17 -0.93
O -0.15 -1.98 -0.59
N -0.98 -4.04 -0.22
N -0.05 -3.57 -2.13
H -0.97 -3.93 0.78
H -1.17 -4.95 -0.62
H -0.13 -4.53 -2.43
H 0.54 -2.94 -2.66
C 2.85 -2.37 0.67
O 2.12 -1.45 0.93
N 4.01 -2.22 0.18
N 2.51 -3.59 0.65
H 4.66 -2.97 0.01
H 4.34 -1.27 0.23
H 3.30 -4.22 0.70
H 1.68 -3.83 1.17
C 2.12 -0.14 -2.32
O 1.27 0.09 -1.50
N 2.32 0.72 -3.19
N 2.70 -1.25 -2.53
H 1.76 1.56 -3.27
H 2.90 0.42 -3.97
H 3.42 -1.27 -3.24
H 2.64 -1.78 -1.68
C -1.66 -0.32 -3.08
O -1.38 -0.18 -1.91
N -2.50 -1.27 -3.46
N -1.20 0.45 -4.03
H -2.78 -1.39 -4.43
H -3.04 -1.68 -2.72
H -0.57 1.18 -3.72
H -1.38 0.40 -5.02
C -0.93 3.01 -1.44
O -0.75 2.06 -0.65
N -1.81 3.10 -2.39
N -0.28 4.11 -1.45
H -1.70 3.80 -3.10
H -2.40 2.32 -2.67
H 0.25 4.26 -0.60
H -0.56 4.99 -1.86
C 2.36 1.79 1.04
O 1.21 1.31 0.90
N 3.02 2.07 2.16
N 3.21 2.04 0.09
H 2.51 2.01 3.03
H 4.02 2.23 2.12
H 3.07 1.81 -0.88
H 4.13 2.40 0.31
*
```


two:
The following is a quantum chemistry calculation of C11H39CrN15O8 as an isolated structure, from the OMol25 dataset.

Results
HOMO-LUMO gap (spin up / spin down) = 7.6 / 9.1 eV
E_HOMO (spin up / spin down) = -16.96 / -16.96 eV

The geometry in ORCA input format:
```
! RIJCOSX wB97M-V def2-TZVPD def2/J DEFGRID3
* xyz 3 4
Cr 0.15 0.03 0.25
C -1.80 -2.39 -2.05
C -1.60 -0.84 -2.23
C -2.85 -0.32 -2.95
O -2.66 1.02 -3.39
C -3.84 1.61 -3.90
N -1.59 -0.21 -0.88
H -1.83 -2.88 -3.02
H -2.80 -2.63 -1.71
H -0.97 -2.74 -1.43
H -0.73 -0.50 -2.78
H -3.73 -0.26 -2.30
H -3.08 -0.99 -3.78
H -4.58 1.72 -3.11
H -4.13 1.12 -4.83
H -3.64 2.63 -4.23
H -2.44 -0.62 -0.50
H -2.00 0.71 -1.10
C 1.68 -2.39 -1.61
O 1.05 -1.54 -0.94
N 1.62 -2.41 -2.94
N 2.37 -3.40 -1.07
H 1.22 -1.65 -3.46
H 2.35 -2.94 -3.38
H 2.64 -4.22 -1.60
H 2.63 -3.31 -0.11
C 1.59 -0.63 3.15
O 1.11 -0.44 2.04
N 0.92 -1.09 4.24
N 2.85 -0.31 3.56
H -0.06 -1.33 4.28
H 1.39 -1.18 5.12
H 3.55 -0.36 2.84
H 3.03 -0.05 4.51
C -1.12 -3.15 1.55
O -0.51 -2.18 1.07
N -0.50 -4.28 1.88
N -2.44 -3.12 1.88
H 0.50 -4.32 1.75
H -1.03 -5.02 2.30
H -3.01 -2.36 1.57
H -2.87 -3.97 2.21
C 0.49 2.98 1.57
O 0.39 1.92 0.92
N 0.11 4.19 1.14
N 1.07 3.04 2.77
H 0.04 4.96 1.79
H -0.26 4.32 0.21
H 1.36 3.94 3.13
H 1.46 2.21 3.18
C 0.87 1.90 -2.42
O 0.64 1.06 -1.54
N 0.58 1.82 -3.73
N 1.27 3.17 -2.11
H 0.53 0.96 -4.26
H 0.87 2.63 -4.25
H 1.49 3.43 -1.16
H 1.42 3.77 -2.89
C 3.74 0.60 0.23
O 2.52 0.55 0.12
N 4.37 1.33 1.20
N 4.60 -0.03 -0.60
H 5.32 1.64 1.09
H 3.79 1.73 1.90
H 4.11 -0.79 -1.06
H 5.60 0.02 -0.57
C -2.32 0.90 2.29
O -1.39 0.29 1.70
N -2.91 1.96 1.73
N -2.65 0.69 3.57
H -2.77 2.34 0.82
H -3.65 2.42 2.22
H -2.13 0.05 4.14
H -3.44 1.20 3.93
*
```


Which of them is the least stable? Correct choice: one.


one:
The following is a quantum chemistry calculation of an isolated molecule of C6H8O3, from the OMol25 dataset.

Results
HOMO-LUMO gap = 10.9 eV
SMILES = C=C[C@@]1(C)OCC(=O)O1
E_HOMO = -10.10 eV

The geometry in ORCA input format:
```
! RIJCOSX wB97M-V def2-TZVPD def2/J DEFGRID3
* xyz 0 1
C -0.36 1.59 0.07
C -0.05 -0.01 -0.22
C 1.74 -0.53 0.98
C 2.10 -0.31 -0.55
C -1.28 -0.86 -0.51
C -2.58 -0.58 -0.50
H -0.30 1.69 1.12
H -1.21 1.99 -0.46
H 0.44 2.16 -0.34
H 2.26 0.18 1.67
H 1.96 -1.57 1.35
H -1.12 -1.93 -0.49
H -3.29 -1.27 -0.87
H -2.95 0.34 -0.09
O 0.43 -0.58 0.93
O 3.23 -0.18 -0.94
O 0.98 -0.14 -1.16
*
```


two:
The following is a quantum chemistry calculation of an isolated molecule of C6H8O3, from the OMol25 dataset.

Results
HOMO-LUMO gap = 10.7 eV
SMILES = O=C1C[C@@H]2C[C@@]1(O)CO2
E_HOMO = -9.86 eV

The geometry in ORCA input format:
```
! RIJCOSX wB97M-V def2-TZVPD def2/J DEFGRID3
* xyz 0 1
C 0.58 0.71 -0.04
C -1.22 -0.55 -0.35
C -0.38 0.92 1.17
C -0.46 0.51 -1.16
C -0.13 -1.60 -0.08
C 1.07 -0.72 0.18
O -1.51 0.11 0.87
O 1.57 1.66 -0.19
O 2.19 -1.01 0.51
H 2.41 1.26 0.08
H -2.14 -0.94 -0.76
H 0.06 0.61 2.12
H -0.67 1.97 1.23
H -0.02 0.14 -2.08
H -1.05 1.40 -1.34
H 0.05 -2.24 -0.94
H -0.35 -2.23 0.79
*
```


Which of them is the least stable? Correct choice: one.